Record 1
Formula: C35H47N2OP2Si2V
Source: OMol25
Level of theory: ωB97M-V/def2-TZVPD

```
! RIJCOSX wB97M-V def2-TZVPD def2/J DEFGRID3
* xyz 2 1
V 1.008 -0.004 -0.310
C 2.440 -3.217 2.238
Si 1.494 -3.173 0.640
C 2.593 -3.152 -0.855
C 0.204 -4.498 0.562
N 0.622 -1.586 0.506
P -0.503 -0.809 1.459
C -0.261 0.783 0.726
P -1.034 1.334 -0.774
N -0.011 0.513 -1.782
Si 0.427 0.561 -3.534
C -0.372 2.065 -4.255
C 2.278 0.652 -3.581
C -0.165 -1.030 -4.276
C -2.741 0.884 -0.947
C -3.630 1.207 0.078
C -4.974 0.913 -0.075
C -5.425 0.314 -1.246
C -4.536 -0.005 -2.264
C -3.187 0.274 -2.116
C -0.863 3.098 -0.936
C 0.349 3.695 -0.587
C 0.522 5.053 -0.779
C -0.512 5.814 -1.315
C -1.719 5.222 -1.658
C -1.901 3.859 -1.470
C -0.047 -0.771 3.175
C 0.591 0.351 3.705
C 1.004 0.336 5.028
C 0.782 -0.789 5.811
C 0.141 -1.904 5.284
C -0.279 -1.899 3.965
C -2.117 -1.516 1.254
C -3.080 -1.321 2.247
C -4.354 -1.833 2.064
C -4.662 -2.525 0.899
C -3.706 -2.704 -0.093
C -2.429 -2.198 0.079
H 3.412 -3.688 2.078
H 1.911 -3.805 2.990
H 2.613 -2.222 2.650
H 3.140 -4.093 -0.938
H 3.328 -2.346 -0.795
H 2.015 -3.028 -1.775
H 0.684 -5.472 0.691
H -0.317 -4.511 -0.396
H -0.539 -4.394 1.356
H 0.017 2.981 -3.806
H -1.459 2.062 -4.145
H -0.153 2.101 -5.325
H 2.639 1.559 -3.091
H 2.615 0.675 -4.619
H 2.752 -0.208 -3.101
H -1.251 -1.115 -4.332
H 0.216 -1.889 -3.717
H 0.220 -1.110 -5.296
H -3.274 1.680 0.987
H -5.672 1.156 0.716
H -6.478 0.094 -1.364
H -4.893 -0.473 -3.172
H -2.487 0.008 -2.897
H 1.148 3.101 -0.160
H 1.457 5.525 -0.505
H -0.376 6.877 -1.461
H -2.520 5.820 -2.071
H -2.842 3.396 -1.740
H 0.747 1.228 3.089
H 1.491 1.204 5.450
H 1.102 -0.795 6.845
H -0.036 -2.772 5.904
H -0.788 -2.764 3.556
H -2.838 -0.777 3.151
H -5.105 -1.697 2.831
H -5.656 -2.931 0.764
H -3.956 -3.240 -0.999
H -1.678 -2.328 -0.692
C 5.004 0.628 -0.688
C 3.895 0.909 0.314
C 4.079 0.106 1.589
C 3.764 2.395 0.604
O 2.660 0.462 -0.307
H 5.966 0.913 -0.263
H 4.853 1.197 -1.604
H 5.040 -0.434 -0.934
H 4.972 0.440 2.115
H 4.195 -0.955 1.359
H 3.222 0.240 2.255
H 4.692 2.776 1.029
H 2.963 2.578 1.324
H 3.562 2.944 -0.317
*
```

Results
Kohn-Sham gap: 7.7 eV
ΔE to the lowest compared entry with this formula, charge and spin: 0.0 kJ/mol
E: -3752.013707 Ha
Strongest force on any atom: 0.627 eV/Å

Record 2
Formula: C2H8
Source: OMol25
Level of theory: ωB97M-V/def2-TZVPD

```
! RIJCOSX wB97M-V def2-TZVPD def2/J DEFGRID3
* xyz -1 2
C 1.496 -1.120 -0.767
H 1.599 -0.352 -0.001
H 0.721 -1.838 -0.486
H 1.290 -0.651 -1.729
H 2.391 -1.741 -0.873
C -1.547 1.127 0.788
H -0.920 1.180 1.679
H -0.857 1.053 -0.061
H -2.169 0.240 0.846
H -2.004 2.103 0.604
*
```

Results
Kohn-Sham gap (alpha / beta): 3.0 / 13.3 eV
ΔE to the lowest compared entry with this formula, charge and spin: 0.0 kJ/mol
E: -80.922783 Ha
<S²>: 0.7502
Strongest force on any atom: 1.340 eV/Å

Record 3
Formula: C30H35ClF14NO9P2S
Source: OMol25
Level of theory: ωB97M-V/def2-TZVPD

```
! RIJCOSX wB97M-V def2-TZVPD def2/J DEFGRID3
* xyz -1 1
O 6.212 3.718 0.079
P 5.165 2.721 0.534
C 3.928 2.231 -0.840
C 3.744 3.593 -1.662
C 4.696 3.796 -2.747
C 4.569 5.069 -3.497
C 3.491 5.920 -2.972
C 2.610 5.570 -1.875
N 2.754 4.389 -1.213
O 2.721 2.138 -0.057
P 2.516 0.462 0.398
C 0.770 0.251 -0.390
F 0.650 0.704 -1.709
F -0.158 0.996 0.387
C 0.370 -1.295 -0.292
C 0.752 -2.267 -1.301
C 0.365 -3.686 -1.171
C -0.391 -4.186 -0.025
C -0.787 -3.183 0.977
C -1.616 -3.635 2.229
F -2.780 -2.908 2.299
F -0.817 -3.430 3.341
F -1.987 -4.960 2.127
C -0.432 -1.779 0.869
O 3.363 -0.090 -0.991
C 4.208 0.883 -1.660
S 3.508 0.745 -3.393
C 5.623 0.182 -1.450
C 6.837 1.006 -2.026
C 8.211 0.459 -1.409
Cl 9.275 -0.326 -2.654
H 4.351 3.382 1.513
H 5.688 1.568 1.189
H 5.486 3.074 -3.046
H 5.218 5.344 -4.352
H 3.334 6.913 -3.468
H 1.842 6.305 -1.556
H 1.958 1.015 1.610
H 2.256 -0.848 0.980
H 3.759 0.370 1.160
H 1.347 -1.963 -2.195
H 0.667 -4.422 -1.975
H -0.689 -5.251 0.103
H -0.720 -1.042 1.650
H 4.566 0.547 -4.245
H 5.594 -0.832 -1.927
H 5.802 0.083 -0.341
H 6.848 0.893 -3.147
H 6.818 2.099 -1.764
H 7.935 -0.204 -0.554
H 8.777 1.328 -0.978
C 0.320 -9.287 -5.929
C 0.738 -9.128 -4.482
O 1.569 -7.969 -4.317
C 0.926 -6.800 -4.190
O -0.264 -6.671 -4.210
C 1.928 -5.666 -3.972
F 2.986 -5.745 -4.800
F 2.426 -5.675 -2.722
F 1.389 -4.456 -4.168
H 1.196 -9.304 -6.581
H -0.243 -10.211 -6.068
H -0.302 -8.450 -6.252
H 1.339 -9.986 -4.176
H -0.125 -9.085 -3.816
C -2.888 0.826 2.669
C -2.316 1.267 4.000
O -2.593 2.661 4.239
C -3.795 2.943 4.740
O -4.640 2.130 4.995
C -3.922 4.448 4.985
F -3.447 5.176 3.960
F -3.234 4.830 6.078
F -5.197 4.843 5.174
H -2.526 1.465 1.861
H -2.611 -0.206 2.452
H -3.978 0.898 2.673
H -1.231 1.164 3.986
H -2.688 0.651 4.822
C -7.307 3.380 4.699
C -8.725 3.909 4.746
O -9.364 3.780 3.463
C -9.894 2.584 3.188
O -9.868 1.639 3.924
C -10.577 2.610 1.820
F -9.832 3.230 0.888
F -11.756 3.263 1.870
F -10.834 1.381 1.354
H -6.745 3.866 3.903
H -6.803 3.551 5.644
H -7.294 2.309 4.489
H -8.712 4.975 4.980
H -9.313 3.416 5.523
*
```

Results
Kohn-Sham gap: 7.5 eV
E: -4835.274196 Ha
Strongest force on any atom: 4.263 eV/Å

Record 4
Formula: C5H14N2S
Source: OMol25
Level of theory: ωB97M-V/def2-TZVPD

```
! RIJCOSX wB97M-V def2-TZVPD def2/J DEFGRID3
* xyz 0 1
C -3.082 0.854 0.783
C -1.640 1.351 0.966
S -0.949 2.120 -0.550
N -3.220 -0.257 -0.155
H -3.708 1.685 0.463
H -3.534 0.609 1.746
H -0.982 0.544 1.304
H -1.600 2.074 1.763
H -2.800 -1.051 0.326
H -2.633 -0.011 -0.947
C 3.011 -1.640 -0.975
C 2.204 -0.586 -0.280
C 2.028 -0.572 1.072
N 1.751 0.452 -1.071
H 3.472 -2.368 -0.306
H 2.350 -2.154 -1.701
H 3.765 -1.140 -1.562
H 1.695 0.373 1.495
H 2.176 -1.400 1.756
H 1.784 0.219 -2.055
H 0.811 0.753 -0.757
H -0.899 0.146 -1.316
*
```

Results
Kohn-Sham gap: 6.2 eV
ΔE to the lowest compared entry with this formula, charge and spin: 340.9 kJ/mol
E: -706.460289 Ha
Strongest force on any atom: 3.719 eV/Å

Record 5
Formula: C35H38CsN5O3PS3Sb
Source: OMol25
Level of theory: ωB97M-V/def2-TZVPD

```
! RIJCOSX wB97M-V def2-TZVPD def2/J DEFGRID3
* xyz -2 1
Cs 0.363 -0.074 0.551
S 3.468 1.230 0.140
C 3.525 1.377 1.863
S 2.804 0.225 2.919
C 4.158 2.516 2.414
C 4.700 3.551 1.606
N 5.140 4.436 1.003
C 4.255 2.747 3.813
N 4.375 3.006 4.934
C -1.585 5.985 -0.670
N -1.982 4.690 -0.169
C -3.400 4.528 0.070
P -0.968 3.374 -0.338
O -1.587 2.213 0.351
N 0.519 3.745 0.243
C 0.743 3.648 1.685
C 1.589 4.446 -0.456
N -0.702 3.225 -1.978
C 0.250 2.193 -2.399
C -1.884 3.242 -2.836
H -1.932 6.772 0.008
H -2.003 6.191 -1.667
H -0.501 6.050 -0.737
H -3.736 5.245 0.828
H -3.591 3.519 0.430
H -3.996 4.692 -0.839
H -0.032 3.039 2.146
H 0.730 4.642 2.146
H 1.714 3.188 1.880
H 1.340 4.566 -1.508
H 2.518 3.876 -0.362
H 1.749 5.436 -0.013
H 1.094 2.140 -1.709
H 0.639 2.447 -3.389
H -0.238 1.214 -2.460
H -2.587 4.005 -2.507
H -2.393 2.272 -2.848
H -1.574 3.482 -3.858
S -2.470 -0.715 -2.595
Sb -4.228 -0.765 -1.169
C -4.441 -0.489 0.927
C -3.338 -0.331 1.754
C -3.505 -0.151 3.119
C -4.780 -0.141 3.669
C -5.886 -0.321 2.851
C -5.717 -0.492 1.482
C -5.213 1.116 -1.692
C -5.254 1.461 -3.043
C -5.872 2.629 -3.468
C -6.461 3.482 -2.541
C -6.417 3.160 -1.193
C -5.793 1.987 -0.775
C -5.884 -1.944 -1.830
C -7.175 -1.426 -1.828
C -8.245 -2.185 -2.290
C -8.026 -3.463 -2.781
C -6.736 -3.977 -2.812
C -5.672 -3.225 -2.335
H -2.347 -0.399 1.336
H -2.636 -0.026 3.753
H -4.910 -0.004 4.736
H -6.883 -0.329 3.275
H -6.589 -0.630 0.852
H -4.770 0.813 -3.767
H -5.888 2.879 -4.522
H -6.941 4.397 -2.868
H -6.853 3.829 -0.459
H -5.751 1.768 0.285
H -7.354 -0.414 -1.480
H -9.246 -1.771 -2.273
H -8.857 -4.055 -3.147
H -6.556 -4.970 -3.207
H -4.668 -3.628 -2.350
O -3.608 -2.854 -0.354
C -2.456 -3.148 0.114
O -1.502 -2.382 0.246
C -2.290 -4.601 0.533
C -3.344 -5.501 0.428
C -3.175 -6.825 0.809
C -1.950 -7.256 1.299
C -0.895 -6.360 1.408
C -1.066 -5.037 1.026
H -4.292 -5.143 0.047
H -4.001 -7.522 0.726
H -1.817 -8.290 1.598
H 0.062 -6.691 1.792
H -0.259 -4.319 1.103
*
```

Results
Kohn-Sham gap: 5.2 eV
ΔE to the lowest compared entry with this formula, charge and spin: 0.0 kJ/mol
E: -3652.525263 Ha
Strongest force on any atom: 0.210 eV/Å

Record 6
Formula: C27H35BiN4O7P
Source: OMol25
Level of theory: ωB97M-V/def2-TZVPD

```
! RIJCOSX wB97M-V def2-TZVPD def2/J DEFGRID3
* xyz 1 1
O -0.220 -0.738 -5.436
H 0.525 -0.733 -6.082
Bi 0.504 0.132 -1.728
N 1.169 -2.004 -2.899
N -1.035 -1.921 -1.652
N 0.263 2.752 -1.818
N -1.648 1.191 -1.097
O 2.283 -1.965 -3.491
O 1.163 3.729 -2.340
O -2.788 0.495 -0.778
O -2.123 -1.932 -0.925
C -0.719 -3.154 -2.168
C 0.481 -3.206 -2.890
C -0.721 3.342 -1.175
C -1.731 2.473 -0.690
C 1.056 -4.388 -3.557
H 1.193 -4.208 -4.633
H 0.400 -5.253 -3.434
H 2.038 -4.613 -3.120
C -1.620 -4.300 -1.909
H -2.579 -4.170 -2.430
H -1.832 -4.394 -0.837
H -1.173 -5.235 -2.258
C -0.697 4.805 -0.959
C -2.807 2.984 0.189
H -0.165 5.326 -1.785
H -0.210 5.033 0.025
H -1.751 5.138 -0.906
H -3.672 2.322 0.221
H -3.162 3.979 -0.109
H -2.435 3.085 1.218
H 1.815 3.208 -2.814
H -2.496 -0.533 -0.883
C -2.083 -0.541 -5.383
H -2.347 -1.459 -5.907
H -1.887 0.560 -5.531
H -2.474 -0.594 -4.301
O 0.841 0.846 -3.724
H 0.309 -0.185 -4.694
H 0.578 1.822 -3.728
O 0.944 -0.207 0.440
P 0.891 0.022 1.943
C 2.208 1.191 2.194
C 3.273 0.779 3.000
C 4.311 1.680 3.216
C 4.309 2.922 2.578
C 3.291 3.268 1.690
C 2.244 2.384 1.455
C -0.693 0.694 2.431
C -1.872 0.005 2.136
C -3.053 0.429 2.725
C -3.061 1.528 3.582
C -1.883 2.232 3.832
C -0.690 1.829 3.250
C 1.088 -1.661 2.485
C 1.264 -2.742 1.601
C 1.331 -4.018 2.148
C 1.220 -4.195 3.527
C 1.032 -3.108 4.377
C 0.949 -1.824 3.862
H 3.244 -0.221 3.444
H 5.098 1.388 3.900
H 5.113 3.624 2.786
H 3.294 4.225 1.186
H 1.475 2.602 0.707
H -1.845 -0.874 1.490
H -3.962 -0.123 2.526
H -3.983 1.834 4.073
H -1.865 3.085 4.503
H 0.257 2.338 3.444
H 1.345 -2.579 0.520
H 1.477 -4.865 1.490
H 1.280 -5.188 3.952
H 0.948 -3.212 5.449
H 0.779 -0.934 4.477
*
```

Results
Kohn-Sham gap: 4.4 eV
ΔE to the lowest compared entry with this formula, charge and spin: 0.0 kJ/mol
E: -2350.961560 Ha
Strongest force on any atom: 4.138 eV/Å

Record 7
Formula: C3H5N3OS
Source: OMol25
Level of theory: ωB97M-V/def2-TZVPD

```
! RIJCOSX wB97M-V def2-TZVPD def2/J DEFGRID3
* xyz 0 1
C 1.616 1.030 2.026
C 0.295 0.955 1.302
C -0.191 -0.757 -1.335
N 1.715 2.457 2.109
N -0.117 2.076 0.963
N 0.710 3.014 1.695
O -0.223 -1.057 0.042
S 2.785 0.341 0.822
H 1.825 0.545 2.946
H -0.233 -1.657 -1.856
H 0.748 -0.166 -1.575
H -1.079 -0.299 -1.640
H 3.534 -0.377 1.645
*
```

Results
Kohn-Sham gap (alpha / beta): 7.4 / 7.4 eV
ΔE to the lowest compared entry with this formula, charge and spin: 840.7 kJ/mol
E: -754.718862 Ha
Strongest force on any atom: 3.449 eV/Å

Record 8
Formula: C2H4IN
Source: OMol25
Level of theory: ωB97M-V/def2-TZVPD

```
! RIJCOSX wB97M-V def2-TZVPD def2/J DEFGRID3
* xyz 0 1
H 0.051 0.348 -2.441
N -0.358 0.538 -1.499
C -0.320 -0.534 -0.889
C -0.528 -0.637 0.746
I -0.185 -2.671 1.365
H 0.063 -1.463 -1.233
H -1.607 -0.486 0.923
H -0.071 0.124 1.277
*
```

Results
Kohn-Sham gap: 10.1 eV
ΔE to the lowest compared entry with this formula, charge and spin: 64.0 kJ/mol
E: -431.008778 Ha
Strongest force on any atom: 4.627 eV/Å
Structure (SMILES): [H]/N=C/CI